Below is 2 unconnected molecules or ions with the total composition C6H7IN2O in a non-equilibrium geometry, with properties calculated with ωB97M-V/def2-TZVPD.

The geometry in ORCA input format:
```
! RIJCOSX wB97M-V def2-TZVPD def2/J DEFGRID3
* xyz 0 3
C -0.734 -1.405 -0.881
C -2.233 -2.395 0.245
C -0.853 -0.693 0.306
C -0.217 0.470 0.788
C 1.816 2.407 -0.252
C 1.492 1.002 -0.613
N -1.589 -2.436 -0.898
N -1.839 -1.366 1.009
O -0.334 1.182 1.732
I 2.949 -0.457 -0.109
H -0.085 -1.230 -1.717
H -2.988 -3.098 0.535
H 2.754 2.737 -0.701
H 1.023 3.063 -0.601
H 1.905 2.520 0.829
H 1.098 0.819 -1.603
H -2.166 -1.120 1.931
*
```

Its expectation value of S² is 2.030. Its energy is -715.11278 a.u. The HOMO-LUMO gap (spin up / spin down) comes out at 5.7 / 6.4 eV. The largest force on an atom is 2.5 eV/Å.